Record 1
12 unconnected molecules or ions with the total composition C35H99N15O17 at a distorted geometry, computed with wB97M-V/def2-TZVPD.

Each line ends with the Löwdin charge.
Cartesian coordinates (Å):
C  -28.0163  -16.5477  0.9577  -0.132
O  -29.0749  -16.8932  1.7713  -0.226
C  -29.5802  -18.1719  1.5766  -0.202
C  -31.1329  -18.1093  1.7847  -0.205
N  -31.7172  -17.1281  0.9067  -0.076
C  -33.0849  -16.7547  1.2024  -0.227
C  -33.7050  -15.8182  0.1700  -0.218
O  -32.8341  -14.6823  0.1006  -0.205
C  -33.4721  -13.6666  -0.6751  -0.112
H  -28.1984  -16.7307  -0.1358  0.099
H  -27.0628  -17.0870  1.1845  0.085
H  -27.9024  -15.4617  1.0697  0.081
H  -29.0301  -18.9620  2.1114  0.131
H  -29.5038  -18.3915  0.4936  0.119
H  -31.4254  -17.9794  2.8520  0.117
H  -31.5570  -19.0860  1.4771  0.121
H  -31.1729  -16.2814  0.7998  0.104
H  -33.1802  -16.4306  2.2735  0.127
H  -33.6755  -17.6807  1.1368  0.117
H  -34.7383  -15.4999  0.3933  0.125
H  -33.6977  -16.3752  -0.7817  0.126
H  -33.8287  -14.1368  -1.5993  0.085
H  -32.7223  -12.9158  -0.9412  0.085
H  -34.3235  -13.1672  -0.2053  0.086
C  -26.8774  -14.1794  8.0221  -0.142
O  -26.3302  -15.4415  7.9349  -0.172
C  -25.7639  -15.7197  6.6758  -0.222
C  -24.6557  -16.7483  6.8255  -0.243
N  -25.0938  -17.9733  7.3796  -0.057
C  -24.0142  -18.9697  7.3988  -0.212
C  -24.4019  -20.2887  8.0247  -0.218
O  -24.2066  -20.2014  9.4583  -0.204
C  -24.6155  -21.4104  10.0919  -0.124
H  -27.7601  -13.9849  7.3904  0.087
H  -26.1384  -13.3961  7.7633  0.090
H  -27.1330  -14.0317  9.0720  0.089
H  -25.3863  -14.7880  6.2061  0.118
H  -26.5006  -16.1778  5.9903  0.107
H  -23.8083  -16.3264  7.4130  0.132
H  -24.2729  -16.9793  5.8277  0.112
H  -25.4821  -17.8393  8.3026  0.116
H  -23.0460  -18.6507  7.8446  0.131
H  -23.7978  -19.1787  6.3376  0.116
H  -23.7068  -21.0541  7.6378  0.122
H  -25.4533  -20.5518  7.7925  0.130
H  -24.1596  -22.2746  9.5802  0.084
H  -25.7078  -21.5528  10.0399  0.086
H  -24.2897  -21.3861  11.1321  0.084
C  -29.9302  -12.3241  1.7948  -0.108
O  -28.8344  -11.8468  1.0832  -0.166
C  -27.6724  -12.0097  1.8030  -0.260
C  -26.5251  -11.1975  1.1777  -0.159
N  -26.5030  -9.7298  1.4420  -0.036
C  -26.2492  -9.3624  2.8446  -0.222
C  -26.2513  -7.8657  3.0571  -0.244
O  -27.5636  -7.3997  2.8320  -0.195
C  -27.6471  -6.0037  2.7550  -0.126
H  -30.8109  -12.2541  1.1551  0.083
H  -30.1008  -11.6837  2.6714  0.095
H  -29.8301  -13.3799  2.1098  0.086
H  -27.3978  -13.0735  1.9311  0.115
H  -27.8417  -11.6084  2.8147  0.092
H  -26.4695  -11.3933  0.1017  0.114
H  -25.5947  -11.5720  1.6237  0.091
H  -27.2906  -9.2478  1.0342  0.104
H  -25.2108  -9.6931  3.0111  0.101
H  -26.8837  -9.8475  3.6221  0.113
H  -25.5457  -7.3987  2.3548  0.125
H  -25.9122  -7.6161  4.0853  0.128
H  -27.2268  -5.7139  1.7744  0.093
H  -27.1659  -5.4481  3.5768  0.091
H  -28.7010  -5.7129  2.7161  0.086
C  -25.8163  -16.7982  -3.1104  -0.124
O  -25.3400  -15.5134  -2.8617  -0.177
C  -24.9223  -15.3008  -1.5278  -0.243
C  -24.4316  -13.9440  -1.2908  -0.209
N  -23.0767  -13.5685  -1.6997  -0.087
C  -22.5760  -12.3486  -1.1239  -0.184
C  -21.0833  -11.9883  -1.5178  -0.213
O  -21.1353  -11.2329  -2.6916  -0.192
C  -19.8583  -11.0009  -3.2083  -0.132
H  -25.1464  -17.6313  -2.8704  0.069
H  -25.9018  -16.7535  -4.2105  0.095
H  -26.8315  -17.0270  -2.7216  0.092
H  -24.1760  -16.0858  -1.3105  0.124
H  -25.7882  -15.3888  -0.8209  0.129
H  -24.4755  -13.7602  -0.2040  0.112
H  -25.2341  -13.3102  -1.7288  0.135
H  -22.8972  -13.6651  -2.6841  0.130
H  -22.6717  -12.4383  -0.0302  0.094
H  -23.2177  -11.4741  -1.3817  0.130
H  -20.4445  -12.8782  -1.6303  0.114
H  -20.6041  -11.3987  -0.7171  0.124
H  -19.2336  -11.8846  -3.4225  0.092
H  -19.2892  -10.3110  -2.5559  0.093
H  -20.0632  -10.4951  -4.1517  0.087
C  -25.2778  -19.8108  -0.2326  -0.088
O  -24.6694  -19.7041  -1.5117  -0.206
C  -25.1246  -20.6318  -2.4489  -0.262
C  -24.1236  -20.7207  -3.5597  -0.223
N  -24.4722  -21.6875  -4.5803  -0.065
C  -23.7023  -21.8538  -5.7948  -0.212
C  -22.1966  -21.9298  -5.6909  -0.272
O  -21.7963  -23.0290  -4.9672  -0.181
C  -20.5632  -22.8970  -4.3099  -0.105
H  -24.7335  -19.0704  0.3367  0.062
H  -25.1376  -20.7878  0.2549  0.089
H  -26.3543  -19.5685  -0.2464  0.089
H  -26.0938  -20.3146  -2.8758  0.130
H  -25.2811  -21.6221  -1.9829  0.129
H  -23.1723  -20.9844  -3.0558  0.119
H  -23.9687  -19.7342  -4.0136  0.127
H  -24.6134  -22.6088  -4.1589  0.118
H  -23.8814  -20.9773  -6.4458  0.121
H  -24.1098  -22.7221  -6.3174  0.121
H  -21.8694  -21.0166  -5.1514  0.114
H  -21.7398  -21.9122  -6.6954  0.129
H  -19.7040  -22.9139  -5.0048  0.096
H  -20.4972  -23.7809  -3.6787  0.089
H  -20.5570  -21.9929  -3.6695  0.067
N  -21.6574  -18.5181  3.0269  0.161
C  -21.9938  -19.8670  2.8929  -0.609
N  -23.3202  -20.1761  2.8293  0.171
O  -21.0889  -20.7403  2.7600  -0.062
H  -20.6735  -18.2880  2.8742  0.096
H  -22.2831  -17.7355  3.2207  0.080
H  -23.5821  -21.1479  2.6972  0.114
H  -24.0395  -19.4873  3.0160  0.026
N  -21.3025  -15.1337  -0.1144  0.178
C  -20.3993  -15.0071  0.9519  -0.528
N  -19.5905  -16.1447  1.2070  0.144
O  -20.2816  -13.9629  1.6503  -0.044
H  -21.9613  -14.4380  -0.4686  0.044
H  -21.2504  -16.0073  -0.6258  0.070
H  -19.8365  -17.0182  0.7449  0.045
H  -18.9692  -16.1318  2.0184  0.107
N  -20.6046  -20.6486  0.0859  0.138
C  -20.5740  -19.3588  -0.6761  -0.426
N  -19.8234  -19.4539  -1.9828  0.099
O  -21.0423  -18.2391  -0.3146  -0.060
H  -20.8537  -20.5335  1.0757  0.014
H  -19.9815  -21.4165  -0.2073  0.094
H  -19.6650  -20.3608  -2.4218  0.046
H  -19.9831  -18.7137  -2.6773  0.087
N  -23.6471  -16.5404  1.6215  0.178
C  -24.6692  -16.9096  2.5193  -0.554
N  -25.5356  -15.8884  2.9603  0.167
O  -24.9065  -18.0901  2.8789  -0.054
H  -23.3734  -15.5670  1.5917  0.047
H  -23.0606  -17.2389  1.1889  0.074
H  -26.2685  -16.1153  3.6176  0.066
H  -25.1323  -14.9565  2.9482  0.049
N  -21.9389  -12.2769  2.6615  0.143
C  -23.2549  -12.7135  2.9354  -0.505
N  -24.0569  -11.8721  3.7808  0.129
O  -23.7134  -13.8243  2.5161  -0.069
H  -21.4831  -11.5261  3.1935  0.105
H  -21.3340  -12.8462  2.0685  0.008
H  -25.0399  -12.1136  3.9698  0.036
H  -23.5646  -11.0697  4.1507  0.086
O  -28.3422  -15.1386  4.1073  -0.045
H  -28.4177  -15.8949  4.6914  0.048
H  -28.7335  -15.4244  3.2802  0.011
O  -26.4530  -12.7313  4.6888  -0.054
H  -27.0204  -12.0844  5.1087  0.063
H  -27.0365  -13.4716  4.4847  0.022

Results
Total energy, eV: -95058.0373
ΔE to the lowest compared entry with this formula, charge and spin, kcal per mole: 0.00
HOMO, eV: -8.57
SMILES: COCCNCCOC.COCCNCCOC.COCCNCCOC.COCCNCCOC.COCCNCCOC.NC(N)=O.NC(N)=O.NC(N)=O.NC(N)=O.NC(N)=O.O.O
Orbital gap, eV: 9.0

Record 2
A molecular structure, C11H24INNbO3 at a distorted geometry, computed with wB97M-V/def2-TZVPD.

Each line ends with the Löwdin charge.
Cartesian coordinates (Å):
C  0.2993  -2.4471  2.7703  -0.069
C  0.9036  -2.8106  1.4323  -0.582
O  0.9166  -3.9705  1.0254  0.028
N  1.5066  -1.7637  0.7094  -0.123
C  2.5696  -2.2870  -0.0982  -0.553
C  2.3606  -2.4004  -1.5779  -0.043
O  3.6215  -2.6022  0.4246  0.074
Nb  0.3069  -0.1378  -0.0023  1.368
C  1.9963  1.1664  -0.7768  -0.401
C  2.2487  2.5124  -0.0577  -0.444
C  3.6685  2.7486  0.4333  -0.669
I  5.1395  2.6834  -1.1196  0.685
C  -1.2127  1.4730  -0.4024  -0.425
C  -2.6267  1.1420  -0.8922  -0.346
C  -3.5005  0.3590  0.0933  -0.240
C  -4.9825  0.3984  -0.2537  -0.281
O  -5.3643  -0.5424  -1.2675  -0.086
H  -0.7451  -2.7754  2.7956  0.073
H  0.3415  -1.3741  2.9571  0.024
H  0.8672  -2.9859  3.5338  0.078
H  3.1376  -3.0623  -1.9699  0.083
H  1.3635  -2.7862  -1.7992  0.062
H  2.4611  -1.4123  -2.0489  0.065
H  -0.3054  -0.9218  -1.5701  -0.094
H  -1.0414  -0.9540  0.9432  -0.070
H  0.4430  0.7113  1.6397  -0.083
H  1.6915  1.3727  -1.8165  0.036
H  2.9436  0.6084  -0.8297  -0.003
H  1.6358  2.5861  0.8513  0.059
H  1.9601  3.3598  -0.6932  0.091
H  3.9676  2.0060  1.1756  0.046
H  3.7905  3.7458  0.8638  0.028
H  -1.3096  2.0854  0.5054  0.023
H  -0.7267  2.1088  -1.1587  0.032
H  -2.5768  0.6043  -1.8488  0.084
H  -3.1558  2.0918  -1.0977  0.091
H  -3.1988  -0.6945  0.1151  0.084
H  -3.3534  0.7649  1.1026  0.110
H  -5.2635  1.4095  -0.5832  0.106
H  -5.5915  0.1383  0.6178  0.106
H  -5.1858  -0.1479  -2.1256  0.072

Results
Total energy, eV: -29076.6839
HOMO, eV: -5.11
Total charge: -1
Orbital gap, eV: 7.5

Record 3
2 unconnected molecules or ions with the total composition C4H9O2 at a distorted geometry, computed with wB97M-V/def2-TZVPD.

Each line ends with the Löwdin charge.
Cartesian coordinates (Å):
C  1.2910  -0.2034  -1.8892  -0.170
C  2.5392  -0.5350  -1.0576  -0.178
H  0.4944  -0.3313  -1.1415  0.056
H  1.3829  0.7335  -2.4383  0.062
H  1.0942  -0.9533  -2.6599  0.057
H  3.4437  -0.7557  -1.6227  0.057
H  2.3448  -1.3714  -0.3852  0.061
H  2.7374  0.3655  -0.4679  0.060
C  -2.1663  1.0778  1.2754  0.094
C  -2.2546  -0.3584  2.0892  -0.613
O  -2.1300  -0.1384  3.2980  0.182
O  -2.4827  -1.3926  1.4638  0.092
H  -3.0862  1.6290  1.3870  0.083
H  -1.8792  0.8394  0.2529  0.081
H  -1.3287  1.3943  1.8959  0.077

Results
Multiplicity: 2
Total energy, eV: -8386.2503
ΔE to the lowest compared entry with this formula, charge and spin, kcal per mole: 15.17
HOMO (alpha / beta), eV: -10.94 / -10.37
Orbital gap (alpha / beta), eV: 11.6 / 6.8

Q: Which formula does entry 3 have?
A: C4H9O2